This record from OMol25 describes the ion C8H17N3 with charge +2. The level of theory is ωB97M-V with the def2-TZVPD basis set.

Geometry (Å):
C  2.12100  1.61968  0.74865
C  1.15798  0.43582  0.97312
C  1.71810  -0.51064  0.02290
C  -0.13927  1.07649  -1.30598
C  -2.24094  0.04502  0.56407
C  -0.75701  -1.81000  1.25752
C  0.09182  0.23500  -0.13624
C  -0.95797  -0.83309  0.16969
N  2.64005  1.29127  -0.44162
N  2.65000  0.09988  -0.83038
N  -1.39509  -1.43859  -1.13347
H  2.74974  1.74693  1.60276
H  1.53222  2.69769  0.74951
H  0.69380  0.44353  1.96431
H  1.63696  -1.59695  0.03450
H  0.26473  2.12381  -1.14863
H  0.44564  0.66753  -2.23956
H  -1.06498  1.19337  -1.82910
H  -3.07780  -0.49862  1.06469
H  -2.63203  0.48338  -0.35192
H  -1.98420  0.92319  1.17159
H  -0.43482  -2.67711  0.83446
H  0.01702  -1.34775  1.75453
H  -1.61649  -1.73256  1.90900
H  3.09285  2.02229  -0.93837
H  -0.81243  -2.21199  -1.64639
H  -1.34872  -0.61206  -1.73339
H  -2.35018  -1.83549  -1.08625

As for the total energy: -478.4258 Eh. As for the net charge: +2. For the orbital gap (alpha / beta), the calculation gives 8.87 / 7.66 eV. The calculation puts the max |F| at 6.80 eV Å⁻¹. The energy above the lowest of the compared OMol25 structures with the same formula, charge and spin comes out at 82.8 kJ/mol. Its LUMO energy (alpha / beta) is -6.6700 / -11.4129 eV. Its spin multiplicity is 3. The value obtained for the HOMO energy (alpha / beta) is -0.571 / -0.701 Ha.

Atomic partial charges in e from the Mulliken method, atoms 1 to 5:
1. C -1.08
2. C 0.12
3. C -0.21
4. C -2.17
5. C -1.50